[1]
3 unconnected molecules or ions with the total composition C2H10N4O3. Source: the OMol25 dataset; level of theory: wB97M-V/def2-TZVPD.

The SMILES is NC(N)=O.NC(N)=O.O. For the gap between HOMO and LUMO, the calculation gives 9.85 eV. The total energy comes out at -14341.195 eV.

Cartesian coordinates (Å):
C -1.097 -1.597 -2.745
H -0.602 0.416 -2.722
H 2.028 0.428 4.309
H -0.167 1.017 0.018
N 1.706 -0.189 1.892
H 1.597 -0.406 0.919
H 2.458 -0.675 2.351
H -2.894 -2.114 -1.884
O 0.783 1.914 1.808
O -0.674 -2.728 -2.956
H 1.195 1.912 4.285
N -2.320 -1.353 -2.189
C 1.279 0.996 2.442
H -2.553 -0.405 -1.960
O -0.848 1.207 -0.638
H 0.519 -0.727 -3.501
N 1.444 1.069 3.802
N -0.360 -0.488 -3.084
H -1.494 1.723 -0.147

Atoms 1-2, force components in eV/Å:
0.395 -0.570 -0.101
0.384 0.108 0.032

[2]
10 unconnected molecules or ions with the total composition C52H81N3O34P3S. Source: the OMol25 dataset; level of theory: wB97M-V/def2-TZVPD.

Its total charge is -1. For the gap between HOMO and LUMO, the calculation gives 7.08 eV. The total energy comes out at -168013.642 eV.

Cartesian coordinates (Å):
C 0.287 -2.252 1.722
H -3.581 3.620 0.077
H -2.003 -3.723 2.540
O -0.094 0.071 0.276
C -6.737 2.415 0.867
H 17.259 -0.519 -4.853
C 3.158 -2.845 -0.140
H 4.523 0.283 -3.771
C -6.311 -1.556 -0.813
H -5.458 0.077 -7.298
C -4.561 2.945 -6.441
C -6.316 -7.552 -3.485
H -8.170 -0.130 -0.581
H -4.676 3.849 1.563
H -7.605 -1.093 9.947
O -7.520 -2.814 8.831
C -3.803 5.828 -4.596
C 5.267 4.424 4.631
C -1.055 -1.624 2.349
O 8.013 1.622 -5.775
P 1.677 -0.273 -1.677
H -1.032 -3.101 4.083
H -4.395 2.711 3.648
O -3.529 6.184 -3.247
H 11.475 0.969 -7.926
P 2.981 1.608 2.773
C -0.377 -1.964 -1.094
H 11.057 0.642 -4.917
C 17.715 2.109 -5.663
H -6.399 2.430 -1.888
C -5.289 2.157 0.153
H -5.959 -1.144 -1.843
N 4.236 2.016 1.882
O -3.822 3.894 -6.450
O -0.732 -4.434 5.972
C -4.152 3.037 0.908
S 1.062 2.702 0.162
C -6.784 -0.835 7.959
C -6.440 1.738 -6.321
H 3.537 5.503 3.902
N -4.177 -3.257 -0.789
H -7.563 2.009 0.156
O 4.712 6.562 5.214
C -3.239 -3.862 8.189
H -1.418 3.471 1.341
H 3.543 -3.617 -0.934
H 4.698 2.647 -4.099
O 1.728 -2.877 -0.210
H -3.950 -4.100 -0.208
H 1.098 -2.162 2.559
H -4.793 -8.031 -0.798
O -5.642 -4.005 8.369
C 3.753 -3.441 1.278
C -4.798 -7.754 -1.854
O -5.845 -8.419 -2.545
H 5.087 3.679 3.853
H 3.416 4.985 5.600
H 4.481 -4.325 1.052
H -5.322 -4.136 1.785
H -4.223 -5.684 -2.109
C 7.107 1.556 -4.982
H -1.453 -3.631 0.210
N 3.073 0.486 -1.535
H 15.270 1.089 -6.525
C 5.518 2.187 -3.538
C 4.100 5.340 4.826
H 12.207 1.899 -6.599
O 6.309 0.467 -4.818
C 11.868 0.908 -6.907
H -3.293 -3.523 9.226
C -5.163 6.405 -4.830
C 0.488 1.175 1.058
O -7.090 -7.849 -4.355
C -7.579 -0.979 -0.084
H 9.850 0.540 -6.221
H -3.051 6.247 -5.268
O -5.716 -1.769 7.990
H 0.220 -2.426 -1.989
H -0.905 -0.764 3.096
H 4.102 1.566 0.961
H 6.011 0.213 -2.801
C 5.526 0.697 -3.654
C -8.011 -1.518 1.330
H -8.920 -1.079 1.892
C 1.695 0.495 1.957
C 16.984 -0.003 -5.778
O 6.731 7.485 4.738
C -5.271 0.826 -6.526
O -0.615 1.571 1.924
H 0.605 0.652 -2.020
O 13.018 -2.262 -6.510
H -1.721 2.063 0.086
H -5.333 -1.205 4.212
O -5.750 6.379 -3.538
H 5.470 2.525 -2.502
H -6.829 1.876 1.879
C -4.729 6.376 -2.634
H 2.822 0.389 4.628
H -3.842 -8.041 -2.301
C -1.642 -4.497 6.758
H 0.232 -3.404 1.527
C 5.987 6.539 4.735
O 18.464 3.049 -5.650
O 2.162 3.058 3.243
H -5.750 5.814 -5.536
H 2.447 2.691 -0.028
C -1.626 2.331 1.211
H 15.126 0.569 -4.830
H 3.691 -1.868 -0.401
C -1.758 -2.828 3.227
O 11.141 -1.077 -6.038
H -4.507 2.512 -1.985
H -5.789 -5.911 -1.296
H -2.721 1.961 4.048
O -4.236 1.714 -6.922
C -7.151 -2.689 1.954
H -2.838 3.749 3.444
H -0.863 -1.007 -1.562
H -7.113 1.384 -5.537
O -5.830 2.964 -5.946
H -5.502 3.935 -1.236
O -4.871 6.524 -1.449
O -2.446 -5.586 6.918
C -1.519 -2.967 -0.714
C -3.283 2.678 3.333
O -2.000 -3.491 7.600
H -3.789 4.742 -4.682
C -4.323 -1.772 4.208
O -3.229 -1.037 -0.572
O 18.038 0.875 -6.144
C -5.119 -6.307 -2.064
H -1.629 -3.727 -1.602
H 3.421 0.296 -0.589
C -6.238 -2.959 8.394
H 1.825 -1.170 -2.820
H -4.969 0.319 -5.605
H -6.922 3.545 0.978
H 2.920 -3.796 1.986
H -7.015 1.896 -7.238
C -3.131 -2.291 3.934
H -8.806 -1.196 8.639
O 12.940 -0.024 -6.883
H 4.376 -2.600 1.766
C -5.881 -3.279 1.240
O 6.752 2.562 -4.137
P 0.937 -1.342 0.132
H -3.502 1.036 1.701
C -3.235 -5.354 8.075
C -3.134 2.119 1.819
C 10.883 0.317 -5.947
O 3.610 0.796 4.184
H -7.172 -0.777 6.938
H -4.046 -3.402 7.625
H 1.087 0.130 2.893
C -3.018 -2.292 -0.673
H -5.057 1.030 0.133
H -5.125 7.441 -5.180
C 12.421 -1.218 -6.480
H 1.817 2.923 4.162
H -6.442 0.156 8.265
C -7.774 -1.420 8.917
C 15.821 0.921 -5.595
H 16.808 -0.745 -6.559
H -2.757 -5.839 8.932
H -1.854 -1.287 1.601
O -5.797 -6.305 -3.311
C -5.408 -2.703 -0.170
H 5.556 3.911 5.554
C -5.431 2.783 -1.356
H -7.502 -3.091 2.985
O 6.312 5.308 4.252
H -4.238 -5.764 7.951
O 2.091 -0.713 1.267
O 16.435 2.138 -5.199

Atoms 1-2, force components in eV/Å:
-0.719 -0.124 1.509
-0.720 -0.995 1.524

[3]
A gas-phase ion, C4H10NO2 (charge +1). Source: the OMol25 dataset; level of theory: wB97M-V/def2-TZVPD.

Its total charge is +1. The SMILES is [NH3+][C@H](C=O)CCO. For the gap between HOMO and LUMO, the calculation gives 10.61 eV. The total energy comes out at -9886.891 eV.

Cartesian coordinates (Å):
C 0.552 -0.440 -0.010
H 2.234 -0.896 -1.241
O -0.120 1.855 1.267
O 0.748 -2.834 -0.201
C 0.290 -1.873 0.390
H -0.844 0.494 -1.173
C -1.216 1.138 0.865
H -1.654 -0.642 -0.107
H -0.098 -1.989 1.405
H 1.540 0.689 -1.364
H 0.092 2.474 0.519
N 1.295 -0.326 -1.243
H -1.993 1.894 0.543
H 0.773 -0.601 -2.104
C -0.878 0.133 -0.164
H 1.044 0.118 0.832
H -1.765 0.806 1.786

Atoms 1-2, force components in eV/Å:
-1.968 -0.791 2.394
-2.111 1.057 0.069